Molecular formula: C29H69BClF4N3O13P3Si
Method: DFT, ωB97M-V/def2-TZVPD

Geometry as XYZ:
```
124
C29H69BClF4N3O13P3Si (ωB97M-V/def2-TZVPD)
C 1.2485 0.9769 -6.0143
C -0.5481 -0.3099 6.2210
C 4.9845 2.6461 4.0080
H 3.1264 5.2167 -5.9935
C 1.9504 -2.5249 4.1249
H -1.5131 -3.8696 -3.2881
H 6.0623 2.4840 3.8879
H 2.8033 2.6744 -4.3404
H -5.6576 -2.4615 -6.5106
H -1.8055 -0.4647 7.9781
H -4.4883 -3.5261 -8.1015
H -2.6879 3.1972 2.0143
C -0.6200 0.8542 2.7852
C -2.8066 -2.7889 4.3743
C 2.2905 -0.4148 -4.4293
N 0.3729 2.4285 5.1445
C -4.7180 -1.6714 -4.7620
H -3.6425 -4.6494 -3.8739
H -3.8764 -1.0303 -4.4899
H -3.7449 2.0621 -0.0542
C -1.5697 0.0623 5.1453
C -2.2955 -3.1032 -3.3767
H -1.4540 1.2038 7.5013
H 4.8442 0.6089 3.3296
H 4.8667 3.1225 4.9891
H -5.0518 -0.0926 3.0015
C -4.8909 -1.7164 -6.2620
P 0.4560 -2.7060 1.5233
O -3.6781 -2.0247 -6.9242
O -4.6330 -2.9372 -4.1403
O 3.9431 -2.9959 0.8057
F 0.0163 0.2363 8.4968
H -3.0804 -3.7321 -5.2797
H -2.7810 -3.6876 3.7613
H 4.1656 4.8557 -7.9466
H 2.1596 -2.1561 -1.0506
H -0.8479 -0.1739 -3.4635
Cl -1.5582 0.5504 0.0869
C -3.2769 -1.8960 1.5495
C 2.8083 1.2771 3.7146
F 3.2081 -2.9761 3.8060
O 2.4682 0.5781 -5.4219
H -0.5605 -4.2429 2.6313
C -3.8737 -2.6207 -8.1800
C 3.5499 4.3565 -5.4596
H -2.6755 -2.8972 -2.3697
H -4.1282 0.7482 4.2553
P -0.4580 2.5909 3.6632
H -4.3526 -1.9325 -8.8886
C 4.3117 1.2611 4.0283
H -4.9047 -0.7836 4.6142
H -5.2437 -0.7306 -6.5993
N 0.1373 -2.2885 0.0487
Si -2.8658 -1.2601 3.2683
O -0.8311 -3.4612 2.1573
C -1.4782 1.4803 1.5949
H 0.4330 0.9305 -5.2834
H -1.8945 1.1093 5.2043
C -1.2012 -0.3352 3.6675
H 2.4139 2.1628 4.2191
O -1.7478 -1.9299 -3.9492
H -0.2955 -1.5733 -2.5055
H 0.3293 -1.3016 -0.0752
C 2.8575 -0.9199 1.7884
H 3.6241 4.1583 3.1884
C -1.0316 0.1985 7.5702
C 2.4342 3.6078 -4.7708
C -1.1581 -1.0948 -2.9682
B 3.1700 -1.8693 0.5752
C 4.8872 4.2434 -7.3915
H -1.8774 -2.7791 4.9570
H 5.6821 4.8975 -7.0106
H 5.2915 4.3244 2.6572
C 4.5149 3.5901 2.8985
H -3.6463 -2.8108 5.0743
H -1.8796 -0.8427 -2.1855
H 2.0850 4.2435 -3.9543
O 1.2872 3.3958 -5.5725
H 2.7372 0.0554 1.3015
O 1.4512 -4.0060 1.4600
C -4.0284 1.9131 0.9857
O 2.8121 -1.5302 -0.7270
C -4.3601 -0.2343 3.8383
F 2.0109 -2.2254 5.4373
H 3.7513 -0.9245 2.4108
C 1.3436 2.3809 -6.5596
H -4.7832 2.6734 1.2234
H 0.9459 1.5997 5.2197
H 0.9874 3.2254 5.2526
H 4.4289 0.8485 5.0390
O 0.7595 3.2360 2.7416
H -3.1626 1.8025 2.9361
H 1.5936 -0.0813 -3.6556
H 1.9163 -1.3485 -4.8651
H 1.0029 0.2968 -6.8431
H 2.6852 1.4793 2.6545
H 0.9378 2.7217 1.9515
H -2.4044 -2.1924 0.9699
H -2.4699 -0.4907 5.4553
H 0.4572 2.5475 -7.1758
H 2.1777 -3.9776 2.0820
H 2.2261 2.4872 -7.1958
H -2.8936 -2.8946 -8.5661
H -0.4961 -1.4057 6.2568
H 0.4677 0.0087 6.0255
H 5.3276 3.5169 -8.0719
H -3.9090 -2.7860 1.6709
O 4.2620 3.5261 -6.3588
H -4.5130 0.9480 1.1105
H 2.8973 -0.4802 4.5663
C -2.8482 2.1156 1.9457
H 4.2616 3.0469 1.9859
H 4.2402 4.7328 -4.6912
H 4.1368 -3.4279 -0.0191
F 1.1899 -3.6458 4.0637
C -3.4072 -3.6477 -4.2398
P 1.3132 -1.0327 2.9409
H -3.8460 -1.1863 0.9405
H 3.2577 -0.5971 -3.9677
N 2.1418 0.0496 4.1589
O -0.1463 -1.2547 3.7889
O 0.5539 0.3230 2.1724
H -5.6296 -1.2261 -4.3558
H -0.8303 2.3095 1.2830
```

Properties
- DFT total energy: -122096.7622 eV
- Highest occupied orbital energy: -5.17 eV
- Charge: -1

Here are the Löwdin charges for atoms 1 to 8, given in e: -0.207 -0.180 -0.258 0.125 -0.585 0.131 0.096 0.126


Molecular formula: C29H69BClN11O6P2
Method: DFT, ωB97M-V/def2-TZVPD

Geometry as XYZ:
```
119
C29H69BClN11O6P2 (ωB97M-V/def2-TZVPD)
C -3.0578 2.0034 1.1097
C 4.3595 0.8550 -0.9734
C -5.1071 -3.3448 -2.3374
C 3.9468 3.1806 -0.3604
H 0.8154 0.8534 -1.7246
H 3.1459 -0.0332 -2.0824
H 7.6260 -0.5287 3.6855
H 1.0049 1.8061 0.1736
H -4.4236 1.2021 -2.7044
N -0.6626 2.7153 1.1328
C -1.5752 4.7725 -0.1147
C 7.3794 -5.0363 2.7237
C -1.1853 4.1198 1.2117
H 4.1171 -5.3167 2.4077
H -7.9828 -2.8088 -3.2616
H -4.0842 -2.9637 -2.3684
C 0.2529 1.5388 -2.3651
H -1.0701 4.0654 -2.0806
C 7.8238 -1.5964 3.8456
H 5.0224 1.0274 0.8964
H 5.2602 -1.0124 4.7967
C -7.3534 -0.3029 -5.7158
H -2.7840 4.2195 -1.8126
O -3.2502 1.1195 1.9741
H -1.5265 2.1865 -3.1858
N 3.8519 2.1327 -1.3952
N 5.4101 0.8424 -0.0238
H 4.9872 3.3351 -0.0606
H 3.6281 4.1247 -0.8026
C 3.8563 -2.9248 0.7454
N 6.6015 -2.3957 3.8842
C -0.0134 2.5571 5.0278
H 2.7718 -2.8533 0.6660
N -5.8747 -2.8485 -3.4714
C -2.7630 -1.6483 0.3657
N -6.4888 -1.4321 -5.4242
C -6.9629 0.3385 -2.6554
H -3.8147 -1.8913 0.2370
H -3.7299 -0.3412 -2.1995
H 1.9010 2.1145 -3.0573
H -5.0391 -1.5936 -6.9807
H 2.3922 -2.0690 2.6722
H -2.4581 5.3760 0.0830
H -5.5543 -3.0333 -1.3866
H 3.6402 -0.8014 2.6325
C -1.6868 1.8904 0.3371
H -6.9839 1.1668 -3.3769
H -7.9719 -0.0453 -4.8607
C -4.6287 0.2619 -2.1704
H -4.8322 0.4933 -1.1236
H -2.0274 4.1839 1.8892
H -2.5135 -1.6395 1.4258
H 5.3276 -6.3318 3.1536
H -7.8640 -0.2669 -2.7802
N 4.2727 -2.7787 2.1412
N 0.9014 2.2942 -3.1539
H 2.9808 1.7701 1.0025
H -1.4990 3.4922 3.8718
H -0.1042 -0.8586 1.1328
O 6.4513 -1.6450 1.5255
H 5.7638 -0.1119 0.0235
H 8.3602 -1.7156 4.7899
H -2.9586 2.1460 -1.2973
C -1.8599 3.8936 -1.3452
H -0.4322 1.5684 5.1991
H 3.5401 -1.9836 3.9589
H 4.1444 -3.9127 0.3701
C -5.9612 -2.0678 -6.6251
H -7.0282 0.7686 -1.6542
H -7.2130 -4.3880 -3.0771
H 1.6764 3.7814 2.1095
H 7.4204 -6.0298 2.2736
O -3.7680 2.9696 0.8494
H 0.4786 3.2545 -0.5731
H -0.8097 5.4986 -0.3974
Cl 0.9056 1.0700 2.6827
P 5.9717 -2.8203 2.3137
C -7.1808 -3.4519 -3.6370
C -1.9083 2.3613 -1.1172
H 5.0188 -2.7223 5.2467
H 8.1139 -4.4224 2.1994
H -1.6725 0.6340 -2.4960
H 0.1090 4.0716 3.5150
C 0.6364 2.7992 0.4002
P -5.3422 -1.4131 -4.1495
H 4.4592 2.4214 -2.1585
H 4.2934 -2.1695 0.0884
H 1.0675 2.5619 5.1360
C -0.4697 3.1714 3.7028
H -7.3928 -3.7018 -4.6741
H -1.3476 1.5055 2.7930
H -6.6976 -2.0307 -7.4274
C 3.1270 2.8441 0.8867
H -0.3966 3.2025 5.8197
C 1.7831 3.5995 1.0440
O -2.5454 -0.3684 -0.2250
H 3.7317 3.1491 1.7444
C -1.2391 1.6168 -2.2986
C -0.5217 2.1677 2.5447
H -6.8086 0.5930 -6.0430
H 1.9072 4.5591 0.5425
H -2.1676 -2.3966 -0.1618
H -0.4430 4.7769 1.6581
C 5.7661 -1.9688 4.9890
O -4.2048 -0.6139 -4.6865
H 6.3825 -1.8440 5.8817
H -5.0390 -4.4347 -2.3581
H -8.0565 -0.5875 -6.5010
C 3.4421 -1.8555 2.8844
O -0.2361 -0.3577 0.3230
N 3.8916 -0.2337 -1.4179
H -5.7471 -3.1240 -6.4308
H 7.6857 -5.1070 3.7727
N 6.0447 -4.4624 2.5990
H 8.4845 -1.9317 3.0491
N -5.7574 -0.4614 -2.7541
H 4.6236 -5.0001 4.0764
C 4.9690 -5.3040 3.0836
B -1.4481 0.3098 0.2143
```

Properties
- DFT total energy: -91644.3195 eV
- Highest occupied orbital energy: -7.89 eV

Here are the Löwdin charges for atoms 1 to 8, given in e: -0.650 -0.532 -0.125 -0.211 0.098 0.043 0.082 0.088


Molecular formula: C29H69BF3N8O5P2
Method: DFT, ωB97M-V/def2-TZVPD

Geometry as XYZ:
```
117
C29H69BF3N8O5P2 (ωB97M-V/def2-TZVPD)
C -4.6287 0.4715 -2.3940
C -6.9235 0.9586 -2.0975
H 2.1747 0.7277 -1.1521
C -2.1991 -8.0053 -2.1828
H -4.6979 -0.5237 -1.9331
H 7.0070 4.9318 2.0731
H 5.3401 6.6897 4.9438
H -4.8112 0.3610 -3.4681
F 1.0993 -5.5208 0.8852
H -1.9771 -0.7858 -5.0876
H 6.8793 4.1907 6.7790
H 3.7980 5.9036 4.5998
C 6.2939 2.4954 1.9817
C -0.0040 -2.1464 -3.1959
C 0.9904 -2.5858 -6.2336
H 7.2288 1.8855 5.8636
H -1.2875 -7.6829 -0.1772
H -2.8453 -7.5044 -2.9733
N 0.7877 -1.2076 -5.6857
N -6.0137 3.5800 -0.7411
C -1.2853 -2.5439 -2.3463
H -2.9466 -4.8665 -1.8240
H 0.0604 -1.4970 1.3177
H -6.2764 5.5905 -0.0705
H -7.2361 0.1405 -1.4389
H -4.6066 4.2708 -2.1989
C -5.7220 4.6892 0.2011
H -4.8986 1.4164 2.4164
C -7.7661 2.0622 0.8379
H -1.1974 -8.2440 -2.6919
H -6.5545 1.1948 2.9326
H 7.2970 2.9105 2.0793
H 3.8148 1.6245 2.5029
C 1.8134 -3.0995 -1.6084
H -7.6369 1.7803 -2.0446
H -2.2019 -1.7774 0.7697
C 4.6303 1.2878 3.1517
O 2.2574 -0.2852 2.0836
H -8.3171 1.4880 1.5897
C 1.9443 -4.6549 0.1639
H 4.4879 6.9932 3.4188
H -0.0327 -3.0633 -6.3361
H -1.3035 -4.3596 0.2775
C -1.8898 -7.0630 -0.9274
C 7.3816 4.5600 5.8792
H -6.0267 4.4479 1.2199
H -5.9231 2.8304 2.6703
H 5.0339 0.3592 2.7342
H -4.3767 -4.5780 -0.7236
H 0.3114 -3.1615 -3.6356
N -1.2598 -2.0534 -1.1215
C -2.3671 -3.9320 0.2093
N -5.5759 1.4110 -1.7954
B -0.1539 -1.2097 -4.5166
H 0.0130 0.2388 0.7317
P -5.1218 2.1174 -0.2741
H -6.1789 5.0956 -2.2308
H -4.1051 -6.9123 -0.7364
H 4.2157 1.0275 4.1273
H -6.0441 3.5014 -2.8900
H -1.2207 -6.2164 -1.3274
C 7.7567 2.3966 5.0528
H 2.6749 -0.3332 -6.1771
C -3.2652 -4.8559 -0.7242
C -3.1897 -6.4095 -0.2585
H 2.8545 -2.7404 -1.2779
H 7.0464 5.5834 5.7077
H 5.6830 3.1272 1.3261
C -5.9116 1.8026 2.2896
F 2.7090 -5.4124 -0.7248
H -3.6028 0.8325 -2.2944
H 7.3815 6.0140 3.4156
H -8.2364 1.7971 -0.1033
H 1.6257 -2.6210 -7.1699
N 5.6739 2.3064 3.2807
C 4.7412 6.2228 4.1529
H 3.0174 1.3672 0.4264
H 2.6672 -1.3773 -4.6630
O 1.1037 -3.7572 -0.5132
C 2.0339 -0.6759 0.6904
H 7.8173 1.7210 4.2014
H -7.9700 3.1218 1.0312
H 1.5677 -3.1760 -5.4234
N -6.3484 1.7353 0.8916
H 2.6074 -1.6425 0.5537
H -0.3497 -0.2213 -1.4123
O -4.2539 0.9093 0.1196
H 8.7950 2.5553 5.3604
N 7.1084 3.6856 4.7119
H -6.9986 0.6054 -3.1322
C -0.0311 -1.2285 -0.9499
C -2.3828 -2.3729 -0.1911
H 1.4071 -0.0337 2.4911
H 1.7164 -0.9355 -2.4481
F 2.7828 -4.0498 1.1016
H -2.8112 -4.0116 1.2652
C 2.7325 0.4527 -0.2028
C 1.0279 -1.7471 -2.0296
H 6.2517 6.4789 2.1465
H 1.9878 -3.7957 -2.4849
H -4.6534 4.9250 0.2193
H -3.2210 -6.5119 0.8813
H -2.0754 -3.1877 -2.8503
N 5.4494 5.1053 3.5222
H 8.4540 4.6264 6.0774
O -1.2803 -0.2907 -4.5940
C 0.4551 -0.7940 0.5096
C 6.5758 5.6408 2.7723
P 5.3632 3.6046 4.3909
O 3.8392 3.4953 4.2175
H 1.8927 0.3211 -4.5762
H 6.4495 1.5356 1.4753
H -3.3780 -2.0944 -0.6786
H -2.6673 -9.0020 -1.9148
C 2.0746 -0.5920 -5.2435
C -5.6849 4.1313 -2.0781
H 3.7402 0.0164 -0.5471
```

Properties
- DFT total energy: -80744.3280 eV
- Highest occupied orbital energy: -9.45 eV
- Charge: +1

Here are the Löwdin charges for atoms 1 to 8, given in e: -0.161 -0.138 0.068 -0.136 0.062 0.049 0.066 0.078


Molecular formula: C29H69BaN2O10
Method: DFT, ωB97M-V/def2-TZVPD

Geometry as XYZ:
```
111
C29H69BaN2O10 (ωB97M-V/def2-TZVPD)
H -1.6545 2.1838 0.1156
H -1.3599 -1.0883 5.4595
H -4.9193 2.0865 -1.9881
H 2.8441 4.1333 3.8376
H 0.1202 3.5087 4.6955
H -0.5455 4.8409 1.2883
H 2.1360 -1.7669 -4.4147
C -3.2004 -0.4803 -2.5293
C -1.8197 -4.5512 0.9056
C 1.1725 -3.2166 -3.1653
O -1.5112 -1.2676 2.8173
H -3.0063 0.9573 -4.1441
H -1.2153 -0.8996 -3.3551
H -3.9270 -2.1651 -1.2670
H -5.0300 0.7069 0.8177
H 2.4761 2.8250 4.8794
H -2.3327 -2.3146 -3.4042
H 0.4469 1.0584 4.0793
C -2.0209 -1.4286 -2.8482
H 3.3400 5.2852 1.9206
C 3.7334 1.8797 -2.6350
C 2.9125 1.5132 -3.8825
H -1.6744 -1.8048 -1.8838
H 4.2945 -5.6512 -0.9222
H 1.0571 -3.4480 -2.1037
N -2.6491 0.4847 -1.5363
H 0.4411 -2.9809 0.6405
H 3.2660 -7.4099 0.5556
H 1.8504 1.5956 0.4022
C 2.6911 3.0527 3.8297
C 0.3325 5.0293 3.2466
C -0.5903 -2.0198 3.5869
C -3.7383 0.2295 -3.8008
H -4.8576 -1.7276 -2.7474
H -3.8305 -0.3814 0.4616
Ba 4.3798 -1.7294 -0.2066
H -0.9325 -3.7494 -0.9000
H 4.7706 2.0077 -2.9348
H -4.5760 3.2109 -0.6391
O 0.9075 0.4797 -0.8545
C -1.1278 -2.0516 5.0085
C -2.6087 1.8365 0.5159
O -1.6297 1.2448 -2.1976
H 3.5490 4.4420 0.4618
H 0.1825 -2.9273 -3.5235
H 1.5120 -1.2077 -2.9111
H 2.4969 -5.7534 -1.2051
H 1.0107 5.1273 -1.0345
H 3.1839 0.5651 -4.3449
H -2.6196 -5.1791 0.5143
O 1.6590 -1.3574 0.1011
H -0.8363 1.1269 -1.6523
C 1.3959 2.7585 3.0365
H 1.2004 5.5952 3.5964
H -1.1152 -1.0956 1.9493
H -3.8782 -0.6074 -4.4828
H -1.4381 -5.1033 1.7699
H -0.4448 -5.3586 -0.5126
H 1.9189 0.6431 3.1274
H -1.0956 -0.3819 -0.3755
H 0.1184 3.6798 -0.5271
C -5.2772 -0.5010 -1.0565
O 3.3730 -2.2433 -2.8128
H -2.4129 1.1150 1.3133
H 2.8338 6.0316 0.3668
O 3.1443 -4.1303 -0.1345
H 3.6113 2.5314 3.5769
H 3.9729 -6.0499 1.4447
H 3.9142 -2.7651 -3.4120
O 3.6467 0.7639 -1.7293
C 0.6960 -0.6118 -0.2557
H -2.1918 -3.6014 1.2925
C 1.0272 1.2747 3.1844
C -4.3175 -1.3508 -1.8759
N 1.5503 3.0035 1.6000
C 0.4110 5.1588 1.7114
H 1.8626 1.4469 -3.5884
C -4.1476 2.4893 -1.3370
O -0.5211 -0.9153 0.2266
H 2.2168 -6.2173 1.2813
C 2.8452 5.1211 0.9618
H -0.4349 -2.4932 5.7315
H -0.5310 5.5881 3.6097
H 2.7045 0.6237 -1.4878
H -0.3334 -2.9774 3.1187
C 0.2418 3.5545 3.6096
C 1.0797 4.1961 -0.4797
H -4.6316 0.7953 -3.5509
H -5.9680 -1.1268 -0.4877
C 1.5172 4.3340 0.9812
H -5.9344 0.1386 -1.6506
H -3.4345 3.1227 -1.8691
H 0.6069 6.1979 1.4417
H 0.4588 0.9098 2.3237
H -3.0589 2.7142 0.9789
C -4.4883 0.3390 -0.0542
C -0.6674 -4.3908 -0.0522
H 3.0170 2.2740 -4.6585
O 2.4383 2.1052 0.9817
H 3.3186 2.7499 -2.1323
H -0.7391 3.2099 3.2681
H 0.4023 -1.5403 3.5932
H 2.1822 -3.9625 0.0207
H 1.7547 3.4694 -0.9373
C 2.0817 -2.0269 -3.3537
O 0.5205 -3.9493 0.6095
H 1.4406 -4.1387 -3.6854
C -3.4484 1.2886 -0.6311
C 3.1691 -6.3430 0.7683
H -2.0147 -2.6863 5.0516
C 3.2985 -5.5096 -0.5060
```

Properties
- DFT total energy: -55335.9672 eV
- ΔE to the lowest compared entry with this formula, charge and spin: 0.225 eV
- Highest occupied orbital energy: -9.78 eV
- Charge: +1

Here are the Löwdin charges for atoms 1 to 8, given in e: 0.067 0.075 0.060 0.065 0.126 0.109 0.126 -0.474